The following is a quantum chemistry calculation of 17 unconnected molecules or ions with the total composition C29H91N25O21 at a distorted geometry, from the OMol25 dataset.

```
166
Properties=species:S:1:pos:R:3:forces:R:3:mulliken_charge:R:1
C -0.757160 -1.555637 1.381961 -0.4 -0.2 1.4 -2.0580
C 0.116625 -1.033744 0.261373 0.8 -0.9 -0.6 2.4694
C -0.214711 -1.958013 -0.908843 1.0 1.3 -1.8 -1.9740
C 0.433930 -1.455706 -2.249051 -0.9 -0.7 1.3 0.1963
C -0.235843 -0.126100 -2.585918 0.6 -0.7 -1.0 -1.3489
C -0.107535 0.900628 -1.495094 -0.7 2.4 1.8 3.1335
N -0.194992 0.329363 -0.117208 -0.8 -1.1 -1.2 -0.7258
O -0.235659 1.253726 0.940140 0.2 -0.3 -0.1 1.8949
C 1.181199 1.768753 -1.685109 -0.2 -1.1 0.2 -1.5607
C -1.357453 1.840454 -1.508695 -0.1 -0.1 -0.3 -2.6303
C 1.618002 -1.140712 0.638325 0.1 0.5 1.4 1.2276
H -0.622802 -2.628063 1.546424 0.7 0.0 -0.1 -0.2167
H -1.840863 -1.540920 1.227833 0.0 0.7 -0.5 0.6085
H -0.551162 -1.066400 2.338338 0.0 0.1 0.0 0.3228
H 0.163083 -2.963088 -0.730360 -0.4 -0.1 0.4 0.3937
H -1.287342 -1.907178 -1.107131 -0.1 -0.5 0.3 0.4311
H 0.191405 -2.252578 -2.951763 0.1 0.4 -0.5 -0.4501
H 1.517715 -1.446409 -2.141875 0.0 0.3 -0.1 0.3255
H -1.259449 -0.309577 -2.919655 -0.2 0.0 0.6 0.2007
H 0.202914 0.308859 -3.489634 0.2 0.1 0.0 0.3381
H 1.980223 1.075240 -1.956020 0.1 0.0 0.0 0.2712
H 1.057590 2.481535 -2.501953 0.0 0.1 0.0 0.9651
H 1.493148 2.266002 -0.768439 -0.2 0.2 -0.1 -0.6197
H -2.220787 1.205110 -1.295393 -0.1 0.0 -0.1 0.4222
H -1.341733 2.621088 -0.746125 0.3 0.0 0.1 0.3449
H -1.547705 2.349702 -2.456503 0.2 -0.2 -0.2 0.4393
H 2.232722 -0.384573 0.150089 -0.1 -0.2 -0.4 -0.0943
H 2.138661 -2.099566 0.658055 -0.5 -0.3 -0.7 -0.0728
H 1.678507 -0.870941 1.698046 0.0 0.2 -0.1 -1.5453
H -1.176883 1.233284 1.179144 0.3 0.4 0.3 -0.0911
C -1.750656 -3.035090 -6.299829 0.3 -0.3 -0.5 -0.5291
C -1.306124 -4.507754 -6.446657 -0.4 1.8 0.3 -0.3440
O -1.545737 -5.177294 -5.224271 0.2 -0.1 0.0 -0.5626
O -0.879502 -2.370408 -5.384670 -0.2 -0.4 -0.1 -0.2535
H -2.792703 -3.020779 -5.971813 0.0 0.1 0.2 0.2802
H -1.692039 -2.519475 -7.262462 -0.1 -0.2 -0.2 0.4031
H -0.248038 -4.436418 -6.715665 0.1 -0.6 0.0 0.1747
H -1.899042 -4.982154 -7.227237 0.2 -0.1 0.0 0.4138
H -1.454927 -4.500442 -4.542989 0.1 -0.1 0.1 0.3089
H -1.260476 -1.482856 -5.251257 -0.1 -0.3 0.1 0.1958
C -5.720251 3.983264 -0.555966 1.1 0.4 0.3 -0.6019
C -4.294779 4.559948 -0.777803 -1.6 1.1 -0.9 0.4523
O -4.434005 5.993156 -0.846161 0.0 -0.9 0.8 -0.6313
O -6.640544 4.342870 -1.553182 0.1 -0.3 -0.4 -0.5831
H -6.134517 4.305839 0.404204 0.3 0.1 0.3 0.2985
H -5.586209 2.900283 -0.502412 -0.4 -0.1 -0.3 0.2548
H -3.948935 4.296376 -1.779966 0.2 -0.7 0.1 0.2232
H -3.620879 4.174968 -0.010072 0.2 0.3 0.1 -0.1094
H -3.590398 6.356967 -1.164192 0.1 0.3 0.0 0.4018
H -6.545124 5.291221 -1.701734 0.1 0.0 0.1 0.3551
C 2.222624 -4.405046 -2.798579 -0.4 0.5 -1.0 0.0734
C 1.759444 -4.485542 -4.255462 -0.7 -1.1 -0.2 -0.6440
O 2.826071 -4.667459 -5.174820 0.5 0.6 -0.3 -0.5622
O 3.015006 -3.241129 -2.532160 -0.1 0.4 0.1 -0.5270
H 2.761054 -5.292429 -2.462047 -0.2 0.1 -0.4 0.7510
H 1.337808 -4.278666 -2.173854 -0.1 -0.1 0.1 0.0012
H 1.118901 -3.693876 -4.649163 0.7 0.8 0.5 0.1016
H 1.037806 -5.300341 -4.395979 0.2 -0.5 0.5 0.3141
H 3.127911 -5.577676 -5.214218 -0.2 -0.1 0.3 0.3367
H 3.800847 -3.208670 -3.085469 -0.1 -0.4 -0.2 0.2325
C -3.847402 2.532120 3.930993 -0.2 -1.6 -2.9 -0.3927
C -3.301743 2.756532 2.471701 -0.3 3.0 2.5 0.0827
O -2.751498 1.593205 1.963518 -1.0 -0.7 -1.1 -0.4114
O -4.426147 3.671605 4.471504 0.8 0.2 0.9 -0.5726
H -3.110587 1.936730 4.471779 0.2 1.0 0.9 0.2204
H -4.577728 1.746367 3.687594 -0.5 0.0 0.5 0.1783
H -2.590175 3.591078 2.423581 0.4 -0.2 0.3 0.2365
H -4.169562 3.226827 1.994347 0.0 -0.8 -0.8 -0.0547
H -3.309994 1.431175 1.192201 0.4 -0.7 -0.2 0.1447
H -5.303198 3.839930 4.121432 0.0 -0.2 -0.2 0.3438
C 3.776982 1.919825 -5.306970 -0.8 1.8 -1.1 0.6386
O 3.427394 3.054539 -5.666890 0.2 -0.7 1.2 -0.6885
N 3.691195 1.374386 -4.086094 -0.2 -0.5 1.2 -0.1433
N 4.310166 1.094883 -6.228870 0.8 -0.6 -0.7 -0.4139
H 3.143688 1.730254 -3.322242 0.1 0.5 -0.3 0.1967
H 4.136625 0.491756 -3.907349 0.0 0.0 0.0 0.1407
H 4.242549 0.096354 -6.146571 0.2 0.1 -0.2 0.1839
H 4.527550 1.554607 -7.095978 -0.2 -0.4 -0.1 0.2322
C -2.868801 0.790645 -5.449296 0.2 0.7 0.4 0.7928
O -2.595749 -0.336439 -5.054917 -0.3 0.1 -0.4 -0.7146
N -2.100605 1.523351 -6.295287 -0.1 -0.8 0.6 -0.4238
N -3.960552 1.482420 -5.023062 -0.8 -0.6 0.5 -0.4773
H -1.381628 0.999425 -6.763715 0.2 0.7 -0.3 0.2295
H -2.457988 2.437548 -6.494471 0.6 0.0 -0.8 0.1643
H -4.631794 0.965955 -4.480643 0.1 0.2 0.1 0.2073
H -4.078644 2.475545 -5.098254 0.0 -0.1 -0.1 0.1434
C 3.847206 -5.600782 0.014034 -1.8 0.4 -0.4 0.4161
O 3.578504 -6.226703 -1.001897 0.5 -0.9 0.6 -0.7390
N 3.940391 -6.100196 1.273121 0.3 -0.7 0.4 -0.3798
N 3.846184 -4.220362 0.032478 0.8 -0.2 1.1 -0.0843
H 3.831078 -7.083623 1.456326 0.3 -0.1 -0.4 0.2508
H 3.919008 -5.490533 2.093963 0.1 -0.1 -0.4 0.2670
H 4.677152 -3.897718 0.505106 -0.4 0.9 0.0 0.2224
H 3.396514 -3.699462 -0.701445 0.7 0.0 -0.6 -0.0183
C -0.495599 -6.412661 1.447301 -1.5 0.2 0.8 0.3995
O -1.585823 -6.657314 0.958684 0.3 -0.2 -0.2 -0.6725
N 0.635491 -7.138402 1.259981 0.2 -0.3 -0.5 -0.4207
N -0.346045 -5.437702 2.389837 0.7 1.1 0.7 -0.2134
H 0.576719 -7.745921 0.457152 0.3 0.1 0.0 0.2890
H 1.506567 -6.664179 1.443755 0.2 -0.2 -0.2 0.2193
H -1.096343 -4.951231 2.844143 -0.5 -0.3 -0.7 0.0906
H 0.558648 -5.097422 2.671935 -0.1 -0.4 -0.3 0.1898
C 2.542911 -4.204490 3.761748 0.0 1.3 -0.1 0.2114
O 3.676311 -4.563456 3.483430 0.3 -0.3 0.4 -0.8477
N 1.655374 -4.919239 4.473763 0.1 -0.8 0.7 -0.1952
N 2.018090 -3.024173 3.326867 0.2 0.4 -0.1 0.5672
H 1.988378 -5.719311 4.984238 -0.2 0.0 0.0 0.2310
H 0.740703 -4.538738 4.633812 0.1 -0.2 0.4 0.1449
H 2.687103 -2.406917 2.889815 -0.1 0.0 -0.1 -0.0550
H 1.312566 -2.567378 3.890801 -0.1 0.1 -0.1 -0.0380
C 4.701368 2.232536 0.489938 -0.3 -0.2 -0.9 0.6967
O 5.009849 2.858241 -0.534461 0.5 -0.5 0.1 -0.7987
N 5.229471 1.063339 0.899979 0.2 -0.1 0.6 -0.2856
N 3.634472 2.646100 1.210883 -0.3 0.3 0.2 0.0380
H 4.797466 0.673831 1.744958 0.5 -0.1 -0.5 0.3614
H 6.162831 0.775599 0.666644 0.0 0.3 -0.3 0.2397
H 3.028544 3.299160 0.745458 -0.1 0.1 0.2 -0.5276
H 3.388947 2.281364 2.112624 0.0 -0.1 -0.1 0.1704
C -5.518565 -1.734779 4.826202 2.4 -1.2 1.3 0.6883
O -5.024990 -2.430816 5.727068 -1.1 0.2 0.1 -0.7681
N -6.643842 -1.005528 4.938092 -0.4 0.1 -0.1 -0.4420
N -4.831138 -1.656582 3.680723 0.2 1.0 -2.5 -0.2334
H -7.022772 -1.001429 5.871179 -0.1 0.3 -0.1 0.2604
H -6.672441 -0.172460 4.375061 -0.4 0.1 0.2 0.2239
H -3.945743 -2.091512 3.493570 -0.1 -0.4 0.8 0.1269
H -5.062138 -1.034110 2.921193 -0.5 0.0 0.2 0.1255
C 3.216331 0.027909 3.910767 -0.1 -1.7 -0.1 0.2665
O 3.988178 -0.095714 2.959531 0.1 0.6 0.3 -0.6905
N 1.934250 0.364939 3.777898 -0.8 1.0 -0.4 0.4743
N 3.553304 -0.415545 5.143580 0.9 0.3 0.2 -0.4417
H 1.692509 0.899253 2.955640 -0.2 -0.2 0.0 -0.4698
H 1.389307 0.535674 4.604174 -0.1 0.0 -0.1 0.1265
H 2.850745 -0.797303 5.753760 0.2 0.0 0.1 0.2021
H 4.499207 -0.763880 5.129184 -0.2 -0.4 0.5 0.3082
C -0.971154 6.433741 -1.472482 -2.5 -2.9 -0.1 0.3203
O -2.023156 7.020222 -1.748672 0.8 1.5 0.4 -0.8187
N -0.614542 6.025202 -0.232038 0.0 1.1 1.0 -0.0197
N -0.361258 5.679024 -2.415980 0.9 0.6 -0.6 -0.1245
H 0.243204 5.497019 -0.079159 0.0 0.0 0.0 0.1212
H -1.073295 6.455465 0.554903 0.0 0.0 -0.1 0.1995
H 0.097526 4.841247 -2.101626 0.4 0.1 -0.5 0.1305
H -0.506598 5.953686 -3.371207 0.1 -0.5 0.0 0.1954
C -1.284862 -1.369317 5.798585 0.7 -2.7 0.3 0.5462
O -0.194140 -1.482659 5.222216 -0.5 1.0 -0.2 -0.6039
N -1.763100 -0.318114 6.467266 0.5 2.7 -0.4 -0.3785
N -2.097293 -2.426849 5.986434 -1.0 -1.7 -0.4 -0.3490
H -2.247215 -0.404914 7.340885 -0.1 -0.1 -0.1 0.2111
H -1.302711 0.548453 6.230326 -0.1 0.0 0.6 0.1285
H -3.093226 -2.327732 6.143328 -0.2 0.5 0.1 0.1640
H -1.954115 -3.297102 5.497112 0.7 0.2 0.0 0.1828
C 0.785469 3.778997 3.560618 1.9 0.9 -0.2 0.5313
O 1.346771 4.593115 4.275968 -0.4 -0.3 0.0 -0.7360
N 0.962355 3.678284 2.210756 -0.7 -0.2 0.5 0.7031
N -0.000138 2.760375 4.003839 -1.1 -0.6 0.3 -0.0508
H 0.551621 2.839427 1.839944 0.3 0.0 -1.0 -0.4833
H 1.574429 4.243241 1.644013 -0.3 0.2 0.3 0.1788
H -0.596361 2.331149 3.318933 -0.1 -0.4 0.3 -0.1028
H 0.034556 2.415048 4.943636 -0.1 0.5 0.1 0.1131
C 2.673620 5.582498 -0.621397 1.4 1.3 -0.5 0.3621
O 1.871453 4.731650 -0.209122 -0.1 0.1 0.0 -0.6884
N 2.389643 6.889755 -0.891455 -0.9 0.1 0.3 -0.3898
N 3.975900 5.339874 -0.812806 -0.6 -0.8 0.1 -0.3254
H 2.998412 7.356147 -1.536762 -0.2 0.2 0.0 0.1927
H 1.455652 7.240602 -0.768453 0.0 0.0 -0.1 0.2367
H 4.606598 6.045809 -1.137820 0.1 0.0 0.0 0.1891
H 4.241213 4.359799 -0.789571 0.9 -0.4 0.0 0.2137
```
Forces are in eV/Å.

Calculated values
Electronic energy = -111807.5704 eV
Energy relative to the best compared isomer or geometry (same formula, charge and spin) = 0.0 kcal per mole
HOMO = -8.103 eV
Net charge = 0
Strongest force on any atom = 0.0764 hartree/bohr
Kohn-Sham gap = 0.2787 hartree

The following is a quantum chemistry calculation of a single C7H11NO molecule at a distorted geometry, from the OMol25 dataset.

```
20
Properties=species:S:1:pos:R:3:forces:R:3:nbo_charge:R:1
O 1.231019 2.295252 -0.567771 -0.2 -0.5 -0.4 -0.5367
C 0.258781 1.610264 -0.782003 -0.7 -0.2 1.0 0.4452
C 0.195740 0.118551 -0.908358 1.6 0.1 0.2 -0.2142
C 1.380959 -0.550200 -0.254682 1.6 -1.7 -1.2 -0.4121
C 1.107788 -0.631930 1.308101 0.0 0.3 -0.9 -0.2282
N -0.029504 0.186133 1.674702 -0.9 -0.5 1.2 -0.6284
C -1.324364 -0.044383 1.012444 -0.2 2.5 -1.2 -0.2075
C -0.995969 -0.584144 -0.365729 -1.0 -0.7 0.5 -0.2337
C -0.984565 -0.243804 -1.802161 -0.2 0.7 -0.6 -0.3440
H -0.765725 2.052203 -0.796068 0.2 0.4 -0.4 0.0943
H 1.564634 -1.606807 -0.646729 -0.4 1.3 0.4 0.2096
H 2.297570 -0.000101 -0.502267 -0.1 0.0 0.3 0.2284
H 0.925838 -1.665831 1.587631 -0.3 -0.2 0.0 0.1879
H 1.983052 -0.346139 1.914266 -0.3 0.2 -0.4 0.2175
H 0.159447 1.154574 1.608384 0.6 0.8 0.1 0.3631
H -1.856656 0.971973 0.945368 0.6 -1.5 0.3 0.1966
H -1.942518 -0.709298 1.546477 -0.7 -0.8 0.8 0.1960
H -0.819248 -1.661495 -0.263967 0.4 0.3 -0.1 0.2111
H -0.897830 -1.013646 -2.561179 -0.1 -0.1 0.3 0.2343
H -1.488448 0.668826 -2.146458 0.1 -0.5 0.0 0.2209
```
Forces are in eV/Å.

Calculated values
Electronic energy = -10972.1884 eV
Energy relative to the best compared isomer or geometry (same formula, charge and spin) = 71.2 kcal per mole
HOMO = -8.791 eV
Net charge = 0
Strongest force on any atom = 0.0539 hartree/bohr
Kohn-Sham gap = 0.3565 hartree
SMILES = O=C[C@@]12CCNC[C@H]1C2

The following is a quantum chemistry calculation of a molecular structure, C27H21Br2CoN2O6 at a distorted geometry, from the OMol25 dataset.

```
59
Properties=species:S:1:pos:R:3:forces:R:3:nbo_charge:R:1
Co 0.344986 1.056360 -0.330497 -0.1 0.1 0.0 1.2008
O 0.337105 4.470851 1.766054 0.1 -0.2 0.0 -0.7212
C 0.636271 3.192187 1.294604 -0.1 0.2 -0.2 0.7322
O -0.032211 2.883943 0.200465 0.1 -0.1 0.1 -0.8434
C 0.438501 2.229424 2.445640 -0.1 0.1 0.1 -0.1243
O 0.711137 0.915001 1.991408 0.1 -0.1 -0.1 -0.5647
C 2.007361 0.441541 2.320316 -0.1 -0.2 -0.1 -0.1176
C 3.150737 0.915212 1.421788 0.2 0.7 0.6 0.3536
O 4.297278 0.653945 1.829244 -0.2 0.0 -0.2 -0.6508
O 2.281766 1.605425 -0.575705 0.3 -0.1 0.5 -0.5808
H 0.134389 4.976720 0.970711 0.0 0.0 -0.1 0.4834
H -0.609162 2.277956 2.736367 -0.1 0.0 0.0 0.1924
H 1.069483 2.505370 3.293605 0.0 -0.1 0.0 0.1887
H 1.962997 -0.647142 2.293509 0.0 0.0 0.0 0.2026
H 2.265007 0.759337 3.334166 0.0 0.0 0.0 0.1900
C 0.343838 -2.514196 -1.062313 0.1 -0.1 -0.1 -0.6686
C 1.632460 -1.754180 -0.933414 -0.5 0.3 0.3 0.3196
C 2.896224 -2.325589 -1.280334 0.2 0.0 -0.1 -0.2912
C 4.004665 -1.552002 -1.337932 -0.1 -0.3 0.0 -0.1251
C 3.975027 -0.174192 -0.959942 0.3 0.9 0.5 -0.1533
C 5.059498 0.666504 -0.948363 -0.4 -0.3 -0.1 -0.0903
Br 6.732474 -0.018949 -1.577305 0.1 0.1 0.0 -0.0035
C 5.141759 2.065313 -0.556326 0.1 -0.1 -0.1 -0.2625
C 4.258303 2.789971 0.130006 -0.3 -0.1 0.1 -0.0800
Br 4.701388 4.597898 0.488022 -0.1 0.0 0.0 0.0506
C 2.904430 2.265005 0.607750 0.2 -0.3 -0.3 0.4815
O 2.147457 3.279159 1.074387 0.0 0.1 0.1 -0.5885
C 2.713266 0.259595 -0.365582 -0.3 -0.4 -1.1 0.3212
N 1.565635 -0.508456 -0.565980 0.3 -0.1 -0.1 -0.5323
H 0.516926 -3.515763 -1.458631 0.0 0.0 0.0 0.2044
H -0.340433 -1.975920 -1.721348 0.0 0.0 0.0 0.2417
H -0.148521 -2.596656 -0.095965 0.0 0.0 0.1 0.2361
H 2.940284 -3.365960 -1.581726 0.0 0.1 0.0 0.2107
H 4.932252 -1.968623 -1.703838 0.0 0.0 0.0 0.2240
H 6.055558 2.573569 -0.836291 0.0 -0.1 0.0 0.2315
N -1.297928 0.529754 -0.995402 0.2 0.0 -0.1 -0.6896
C -2.281504 -0.196953 -0.721758 -0.1 -0.1 0.1 0.1454
C -2.465280 -0.817731 0.643367 -0.2 -0.1 -0.1 -0.1016
C -2.256769 -0.038280 1.771841 0.0 0.3 0.1 -0.1782
C -2.347690 -0.583899 3.046846 0.0 0.0 -0.1 -0.2145
C -2.641790 -1.932352 3.205419 0.0 0.0 -0.1 -0.2271
C -2.859164 -2.724688 2.082817 0.0 0.1 -0.1 -0.2445
C -2.782772 -2.166957 0.811021 0.0 0.0 0.0 -0.1621
C -3.339795 -0.505611 -1.768023 0.1 0.0 0.2 0.0027
C -3.002318 -0.494047 -3.119936 0.0 0.0 0.0 -0.2023
C -3.958029 -0.741502 -4.095187 0.0 0.0 0.1 -0.2215
C -5.278815 -0.996759 -3.733839 0.1 0.0 0.0 -0.2290
C -5.627229 -1.003000 -2.392018 0.1 0.0 0.1 -0.2242
C -4.661837 -0.766202 -1.417432 -0.1 0.0 0.0 -0.2226
H -2.024038 1.013800 1.617998 0.0 -0.2 0.1 0.2301
H -2.177822 0.042293 3.914651 0.0 0.0 0.0 0.2075
H -2.702133 -2.366172 4.196503 0.0 0.0 0.0 0.2035
H -3.089179 -3.777845 2.198136 0.0 0.0 0.0 0.2028
H -2.960016 -2.782643 -0.065474 0.0 0.0 0.0 0.2045
H -1.975481 -0.266393 -3.382039 0.0 0.0 0.0 0.2301
H -3.675085 -0.733167 -5.141491 0.0 0.0 0.0 0.2042
H -6.028051 -1.186068 -4.493563 0.0 0.0 0.0 0.2020
H -6.654145 -1.191317 -2.099278 0.0 0.0 0.0 0.2028
H -4.941294 -0.776944 -0.369708 0.0 0.0 0.0 0.2148
```
Forces are in eV/Å.

Calculated values
Electronic energy = -221316.2991 eV
Energy relative to the best compared isomer or geometry (same formula, charge and spin) = 89.9 kcal per mole
HOMO (spin up / spin down) = -4.198 / -4.202 eV
Net charge = -1
Strongest force on any atom = 0.0236 hartree/bohr
Kohn-Sham gap (spin up / spin down) = 0.2261 / 0.2263 hartree
2S+1 = 2